Entry 1:
C25H28BrClN7O3Pd | ωB97M-V with the def2-TZVPD basis set

Geometry (Å):
Pd 2.9188 -2.2924 -2.1644
O 5.8245 -6.8253 -1.9976
C 4.6760 -6.1091 -1.8386
C 3.4582 -6.7301 -1.5461
C 2.3377 -5.9340 -1.4159
N 2.3880 -4.6098 -1.5436
C 3.5488 -4.0378 -1.8215
Br 5.1156 -1.3390 -2.3044
C 4.7377 -4.7345 -1.9852
H 5.6307 -7.7623 -1.8820
H 3.3932 -7.8050 -1.4283
H 1.3695 -6.3705 -1.1967
H 5.6629 -4.2274 -2.2138
N -0.1710 -2.1285 -2.3823
C 0.2819 -0.9584 -2.9083
O 1.5069 -0.7903 -3.0538
C -0.6866 0.0388 -3.2466
C -2.0623 -0.2350 -3.1104
N -3.1775 -0.4960 -2.9413
C -0.2781 1.2880 -3.7609
N 0.0380 2.3240 -4.1611
H 0.4790 -2.8770 -2.1733
H -1.1579 -2.3116 -2.3322
C -2.1036 0.9496 0.4650
C -1.8145 0.5228 1.9039
C -1.4981 -0.9864 1.9020
C -3.1182 0.7145 2.7011
C -0.6562 1.3529 2.5687
O -0.2842 0.7225 3.7993
C -1.0351 2.8259 2.9375
C -0.5780 4.0242 2.0807
C -1.3422 4.2484 0.8030
C -2.6907 4.5952 0.8567
C -3.4378 4.7512 -0.2974
C -2.8253 4.5664 -1.5278
Cl -3.7623 4.7538 -2.9796
C -1.4830 4.2448 -1.6147
C -0.7517 4.0959 -0.4446
C 0.6516 1.4323 1.7674
N 1.2716 0.1917 1.3564
C 1.3795 -0.2890 0.1113
N 2.0184 -1.4407 0.1228
C 2.3011 -1.6127 1.4370
N 1.8805 -0.6469 2.2217
H -2.9357 0.3669 0.0697
H -1.2613 0.7692 -0.2018
H -2.3793 1.9989 0.3919
H -2.4233 -1.5377 1.7286
H -1.0650 -1.3241 2.8427
H -0.8161 -1.2633 1.1025
H -3.8371 -0.0445 2.3933
H -3.5763 1.6844 2.5084
H -2.9900 0.6131 3.7833
H -1.0896 0.4874 4.2714
H -0.5873 2.9643 3.9237
H -2.1116 2.9084 3.0790
H 0.4904 3.9744 1.8694
H -0.7143 4.9079 2.7114
H -3.1710 4.7306 1.8192
H -4.4867 5.0093 -0.2514
H -1.0190 4.0879 -2.5789
H 0.2983 3.8384 -0.5188
H 1.3755 1.9654 2.3857
H 0.4842 2.0014 0.8549
H 1.0090 0.2271 -0.7588
H 2.8501 -2.4590 1.8126

Computed properties:
**Max |F|**: 0.7 eV Å⁻¹
**Highest occupied orbital energy**: -5.133 eV
**Orbital gap**: 7.35 eV
**Calculated total energy**: -129000.55433 eV
**Net charge**: -1

=====

Entry 2:
C18H37Al2Br2ClF4IMgNNaO6PS | ωB97M-V with the def2-TZVPD basis set

Geometry (Å):
C 0.9375 -2.2977 0.2326
C 0.6916 -1.4880 -0.6250
C 0.6811 -0.3622 -1.5320
Al -1.2424 0.2287 -1.9589
C -2.6353 -0.7815 -0.9477
C -3.1913 -1.9848 -1.6879
C -4.5862 -2.4545 -1.1487
C -5.7650 -1.6477 -1.7046
O -6.7803 -1.6377 -0.7057
P -1.4265 2.4633 -1.0913
O -1.3497 2.2374 0.5664
I 0.6912 3.7082 -1.6186
H 0.8408 -3.0304 0.9945
H 1.2264 0.4885 -1.1041
H 1.1465 -0.5893 -2.4917
H -1.5236 0.2535 -3.5293
H -3.5028 0.0961 -0.7450
H -2.2910 -1.0538 0.0548
H -3.3656 -1.7658 -2.7429
H -2.5467 -2.8558 -1.5533
H -4.5717 -2.3363 -0.0651
H -4.7201 -3.5141 -1.3641
H -6.1715 -2.2234 -2.5412
H -5.4765 -0.6510 -2.0240
H -7.0287 -0.7277 -0.5246
H -1.6539 1.3401 0.7940
C 6.1235 1.6647 2.2350
C 4.6436 2.0378 2.1626
N 3.7567 0.8768 2.1509
C 2.3588 1.1856 1.8290
C 1.6356 2.1240 2.7605
C 4.0535 0.0185 3.2516
C 3.9846 0.5969 4.6769
H 6.3982 0.9800 1.4266
H 6.7488 2.5513 2.1559
H 6.3681 1.1978 3.1825
H 4.4966 2.6131 1.2512
H 4.4175 2.7265 2.9860
H 1.8035 0.2529 1.7140
H 2.3140 1.6517 0.8231
H 1.3509 1.6483 3.6966
H 0.7248 2.4614 2.2776
H 2.2232 3.0155 2.9897
H 5.0834 -0.3586 3.0860
H 3.4089 -0.8885 3.2304
H 4.4366 1.5870 4.7435
H 4.5265 -0.0531 5.3592
H 2.9570 0.6530 5.0326
Na 8.3680 3.1832 1.5138
Al 1.5096 5.5388 0.2980
C 8.0099 -0.2802 4.8795
F 8.0451 -1.1931 5.8436
F 7.6395 -0.9007 3.7444
F 7.0095 0.5806 5.1985
S 9.5978 0.6098 4.6282
O 10.5091 -0.4396 4.2706
O 9.8249 1.2408 5.8983
O 9.2529 1.5271 3.5358
C -8.2698 -2.6167 -5.4003
C -8.2168 -2.9219 -6.8938
C -7.8985 -1.5530 -7.4789
O -7.1221 -0.8611 -6.4980
C -7.1697 -1.5747 -5.2594
H -8.1125 -3.4883 -4.7667
H -9.2368 -2.1788 -5.1431
H -7.4009 -3.6179 -7.1024
H -9.1371 -3.3491 -7.2893
H -8.8122 -0.9765 -7.6606
H -7.3356 -1.6121 -8.4112
H -6.1933 -2.0467 -5.1015
H -7.3533 -0.8768 -4.4420
Cl -4.6597 0.8950 0.0788
Br -1.6529 3.7864 2.2155
Mg 3.8067 2.2014 -0.0993
Br 4.6540 -2.2349 2.3566
F -0.0177 5.6319 2.6245

Computed properties:
**Max |F|**: 3.6 eV Å⁻¹
**Highest occupied orbital energy**: -6.920 eV
**Orbital gap**: 1.86 eV
**Calculated total energy**: -247783.23535 eV

=====

Entry 3:
CH4O | ωB97M-V with the def2-TZVPD basis set

Geometry (Å):
C 0.0475 0.0144 -0.3741
O 0.1472 0.5556 0.9379
H -1.0125 -0.0276 -0.6245
H 0.4397 0.5777 -1.2208
H 0.3613 -1.0293 -0.3540
H 0.0168 -0.0908 1.6355

Computed properties:
**Max |F|**: 2.2 eV Å⁻¹
**Highest occupied orbital energy**: -10.264 eV
**Orbital gap**: 11.30 eV
**Calculated total energy**: -3148.56540 eV

=====

Entry 4:
C47H107N9O7PS2 | ωB97M-V with the def2-TZVPD basis set

Geometry (Å):
C 2.7387 -1.7158 3.2784
C 4.0601 -2.2862 2.7291
C 5.2518 -1.3129 2.7497
C 5.4710 -0.5819 1.4169
C 6.0762 0.8286 1.5400
C 7.0939 1.1979 0.4448
C 6.6770 2.3378 -0.5014
C 5.1949 2.3927 -0.9204
N 4.9248 2.3919 -2.3706
C 3.9893 3.4428 -2.7831
C 4.5313 4.8624 -2.5593
C 3.6726 5.6420 -1.5639
C 2.3981 6.2788 -2.1745
C 1.0551 5.7334 -1.6208
C 0.1540 6.7424 -0.8778
C -0.1433 6.3250 0.5662
C -0.9188 4.9909 0.6620
C 4.9607 1.1567 -2.9550
S 5.6929 -0.1432 -2.2576
S 4.3379 0.8973 -4.6193
C 2.5270 0.7950 -4.3687
C 2.0360 -0.1763 -3.2630
C 1.4595 0.5661 -2.0427
P 1.1891 -0.3749 -0.3597
C 1.6157 1.2240 0.6526
C 0.6263 -1.9554 -1.2840
C -0.1682 -2.9842 -0.4794
C -1.6849 -2.7773 -0.4560
C -2.1432 -1.7382 0.5887
C -2.9273 -0.5536 0.0228
N -2.8741 0.6192 0.9194
H 2.3104 -2.3447 4.0643
H 2.8864 -0.7126 3.6941
H 1.9890 -1.6186 2.4876
H 4.3224 -3.2046 3.2629
H 3.8906 -2.5710 1.6826
H 6.1603 -1.8844 2.9817
H 5.1161 -0.5760 3.5513
H 4.5109 -0.5298 0.8925
H 6.1174 -1.1871 0.7678
H 5.2490 1.5507 1.5147
H 6.5360 0.9355 2.5306
H 8.0355 1.5043 0.9173
H 7.3198 0.3116 -0.1527
H 6.9349 3.3002 -0.0414
H 7.2747 2.2695 -1.4189
H 4.7853 3.3390 -0.5601
H 4.5976 1.5925 -0.4719
H 3.7421 3.2798 -3.8243
H 3.0627 3.3337 -2.2081
H 4.5655 5.3941 -3.5168
H 5.5609 4.7930 -2.1933
H 4.2745 6.3995 -1.0530
H 3.3508 4.9371 -0.7846
H 2.4157 6.1443 -3.2610
H 2.4355 7.3602 -2.0011
H 0.4872 5.3038 -2.4524
H 1.2595 4.8911 -0.9483
H -0.8061 6.8516 -1.3977
H 0.6155 7.7384 -0.8900
H 0.7976 6.2521 1.1248
H -0.7220 7.1198 1.0527
H -0.3922 4.2449 1.2622
H -1.9086 5.1289 1.1068
H -1.0688 4.5471 -0.3302
H 2.0922 1.7759 -4.1776
H 2.1894 0.4995 -5.3706
H 2.8577 -0.8333 -2.9526
H 1.2542 -0.8102 -3.7007
H 0.5115 1.0484 -2.3311
H 2.1610 1.3636 -1.7880
H -0.2428 0.0721 -0.2895
H 1.0513 -1.0831 0.9487
H 2.6255 -0.7736 -0.4199
H 1.0217 1.1869 1.5762
H 2.6747 1.2447 0.9258
H 1.3523 2.1491 0.1180
H 1.5119 -2.4561 -1.6978
H 0.0092 -1.6323 -2.1326
H 0.2048 -3.0151 0.5564
H 0.0163 -3.9768 -0.9139
H -2.0117 -2.4719 -1.4603
H -2.1678 -3.7413 -0.2577
H -2.7408 -2.2334 1.3650
H -1.2433 -1.3257 1.0634
H -2.5068 -0.3147 -0.9629
H -3.9783 -0.8371 -0.1212
H -2.7176 1.4593 0.3788
H -2.0570 0.5284 1.5121
C -5.7270 -2.4696 5.0883
C -5.8370 -1.0399 5.5672
O -6.5786 -0.7287 6.4952
N -5.0880 -0.1129 4.9350
C -4.1499 -0.2839 3.8348
H -6.3873 -3.0763 5.7014
H -6.0211 -2.5577 4.0412
H -4.7053 -2.8380 5.1842
H -5.2093 0.8175 5.3027
H -3.1496 0.0237 4.1425
H -4.4259 0.3116 2.9669
H -4.1083 -1.3255 3.5329
C -9.2958 -4.7760 3.6444
C -8.8783 -3.5543 2.8534
O -8.2719 -3.6494 1.8009
N -9.2051 -2.3411 3.3723
C -9.9156 -2.0606 4.6042
H -8.9585 -5.6514 3.0981
H -8.8463 -4.7751 4.6380
H -10.3791 -4.8197 3.7624
H -8.8936 -1.5633 2.8122
H -10.8322 -1.5020 4.4033
H -9.2956 -1.4682 5.2784
H -10.1806 -2.9834 5.1082
C 1.4706 -5.8566 -4.6792
C 1.2915 -4.3845 -4.3812
O 0.3192 -3.9652 -3.7826
N 2.2698 -3.5261 -4.7831
C 3.4934 -3.8251 -5.4872
H 0.6047 -6.3642 -4.2688
H 1.5269 -6.0558 -5.7496
H 2.3712 -6.2492 -4.2047
H 2.0916 -2.5672 -4.5188
H 4.3686 -3.5418 -4.8985
H 3.5420 -3.2951 -6.4424
H 3.5512 -4.8910 -5.6903
C 1.2499 -0.1254 -10.0358
C 1.7360 0.2708 -8.6569
O 0.9723 0.6949 -7.8092
N 3.0647 0.1327 -8.4043
C 4.1021 -0.3489 -9.2889
H 0.1784 0.0451 -10.0662
H 1.7320 0.4707 -10.8117
H 1.4514 -1.1781 -10.2383
H 3.3373 0.4093 -7.4695
H 4.5895 -1.2357 -8.8791
H 4.8690 0.4116 -9.4478
H 3.6766 -0.6096 -10.2531
C -0.2471 -8.6022 -2.7544
C -0.6431 -9.2809 -4.0452
O 0.1501 -9.4657 -4.9526
N -1.9394 -9.6807 -4.1617
C -3.0121 -9.5306 -3.2015
H 0.8028 -8.3363 -2.8222
H -0.8324 -7.6960 -2.5927
H -0.3892 -9.2688 -1.9028
H -2.1462 -10.1227 -5.0429
H -3.4165 -10.5004 -2.9047
H -3.8269 -8.9296 -3.6086
H -2.6429 -9.0318 -2.3115
C -9.1662 -0.2768 8.2814
C -9.7234 -1.1819 9.3521
O -10.3272 -2.2100 9.0936
N -9.5262 -0.8066 10.6482
C -8.8309 0.3615 11.1414
H -9.3960 -0.7170 7.3185
H -9.6235 0.7125 8.3425
H -8.0844 -0.1797 8.3580
H -9.9192 -1.4480 11.3181
H -7.9769 0.0833 11.7622
H -9.4916 0.9970 11.7352
H -8.4601 0.9460 10.3058
C 3.5955 7.0042 2.1040
C 4.8632 7.7097 1.6784
O 5.7071 7.1546 0.9999
N 5.0243 9.0034 2.0765
C 4.1261 9.8107 2.8717
H 3.6263 5.9964 1.7002
H 3.5151 6.9528 3.1906
H 2.7120 7.5154 1.7190
H 5.8856 9.4177 1.7582
H 3.7946 10.6946 2.3230
H 4.6023 10.1424 3.7966
H 3.2475 9.2306 3.1352

Computed properties:
**Max |F|**: 1.1 eV Å⁻¹
**Highest occupied orbital energy**: -3.764 eV
**Orbital gap**: 5.71 eV
**Calculated total energy**: -109177.66362 eV
**Net charge**: -1